# 1
A 2-piece molecular cluster, C7H16N2O2 overall, computed with the ωB97M-V functional and the def2-TZVPD basis.

Results
Energy relative to the best compared isomer or geometry (same formula, charge and spin), kcal per mole: 32.94
Maximum force, eV/A: 4.565
LUMO, eV: 0.7

Last column: natural (NBO) charge in e.
Positions of all 27 atoms, in Å:
O: -0.7280 1.5047 -2.5661  -0.588
O: -1.5891 -0.4639 2.6093  -0.579
N: 0.5709 0.2486 2.4138  -0.492
N: 0.7436 0.2075 -3.6509  -0.856
C: -0.4460 -0.7929 2.4401  0.710
C: 0.0224 -2.2162 2.1324  -0.717
C: 1.2115 0.4723 1.1310  -0.224
C: 0.3848 0.9768 -0.1606  -0.628
C: -0.5548 0.4643 -3.1413  0.685
C: 0.1474 1.5729 2.9342  -0.446
C: -1.4583 -0.7616 -3.0823  -0.717
H: 0.6438 1.9674 -0.3960  0.224
H: -1.9029 -0.8216 -2.1002  0.250
H: 0.1554 1.6008 4.0190  0.217
H: -0.1695 -2.7514 3.0634  0.245
H: -0.6474 0.7451 0.1321  0.217
H: -0.8986 -1.6585 -3.3990  0.215
H: 0.6237 0.2178 -0.8733  0.201
H: 0.8502 -0.5880 -4.2512  0.374
H: 0.5391 2.2938 2.2799  0.209
H: 1.5045 0.8612 -3.7074  0.402
H: 1.6308 -0.4419 0.6916  0.189
H: -0.5014 -2.5862 1.2487  0.234
H: -2.2228 -0.7006 -3.8522  0.239
H: 1.9966 1.1878 1.5046  0.197
H: -0.9840 1.7133 2.7006  0.212
H: 1.0783 -2.2518 1.8800  0.224

# 2
An isolated ion of composition C7H16N3 and charge +1, computed with the ωB97M-V functional and the def2-TZVPD basis.

Results
Energy relative to the best compared isomer or geometry (same formula, charge and spin), kcal per mole: 81.71
Charge: +1
Maximum force, eV/A: 4.435
LUMO, eV: -3.0

Last column: natural (NBO) charge in e.
Positions of all 26 atoms, in Å:
N: 3.5456 -0.3328 0.5663  -0.651
N: -0.1763 -1.4032 -0.6040  -0.586
N: 1.6189 0.5006 -0.5256  -0.634
C: 2.5820 0.2983 0.2299  0.701
C: 0.4967 -2.6926 -0.1344  -0.418
C: -1.5106 -1.0521 0.0862  -0.224
C: 0.7575 1.6675 -0.9362  -0.219
C: -0.2106 2.2518 0.1157  -0.389
C: -1.6242 0.2414 0.8906  -0.425
C: -1.6111 1.5854 0.1994  -0.408
H: 0.0793 1.3329 -1.7803  0.201
H: -2.5735 0.1661 1.3846  0.242
H: 4.2707 -0.4373 1.3100  0.463
H: -0.0922 -3.5486 -0.4639  0.224
H: -1.7420 -1.8431 0.8540  0.227
H: -0.8666 0.2883 1.5746  0.205
H: 1.4236 2.5082 -1.2217  0.234
H: -0.2475 -1.3688 -1.6981  0.430
H: 0.3205 2.0268 1.1799  0.194
H: -0.3178 3.2734 -0.1444  0.234
H: 1.4253 -2.8300 -0.5582  0.237
H: 0.6593 -0.6206 -0.4849  0.456
H: -2.3745 -1.0250 -0.6382  0.232
H: -1.8147 1.4865 -0.8560  0.199
H: 0.2257 -2.8079 0.8716  0.231
H: -2.2435 2.3348 0.7832  0.243

# 3
A 2-piece molecular cluster, C7H16N3O3S overall, computed with the ωB97M-V functional and the def2-TZVPD basis.

Results
Energy relative to the best compared isomer or geometry (same formula, charge and spin), kcal per mole: 69.24
Charge: +1
Maximum force, eV/A: 3.883
LUMO, eV: -3.7

Last column: natural (NBO) charge in e.
Positions of all 30 atoms, in Å:
S: 4.7096 -0.8314 -0.8122  -0.350
O: 2.2856 0.8798 1.2927  -0.482
O: -1.9002 -0.3571 -0.6753  -0.566
O: 1.0035 -0.7479 2.2774  -0.538
N: 0.0112 2.2284 -0.6329  -0.029
N: 1.2364 -0.6238 0.0207  -0.691
N: -1.2082 2.2876 -0.9824  -0.575
C: 2.3821 1.7577 0.1520  -0.163
C: 1.4478 -0.2157 1.2970  0.887
C: 1.1003 1.8121 -0.5329  0.510
C: -3.5642 0.2535 0.8975  -0.676
C: -2.7772 -0.8977 0.2981  -0.083
C: -0.9341 -1.3312 -1.0202  -0.087
C: 0.1319 -1.6686 0.0363  -0.267
H: -3.2754 -1.7672 -0.0432  0.191
H: -1.5688 -2.1322 -1.3161  0.196
H: -4.5786 -0.0051 1.3999  0.251
H: -0.6083 -0.8769 -2.0117  0.199
H: 0.7085 -2.5178 -0.2811  0.222
H: 2.7051 2.7163 0.4539  0.260
H: 5.4107 -1.8293 -0.2635  0.184
H: 5.3785 0.2542 -0.2018  0.178
H: -3.9733 0.8171 0.1421  0.214
H: 3.1324 1.5362 -0.5192  0.226
H: -0.4389 -1.8397 0.9198  0.253
H: -3.1924 0.8791 1.7040  0.232
H: 2.0297 -0.8620 -0.5514  0.435
H: -1.6507 2.9689 -1.5757  0.440
H: -1.7640 1.5438 -0.5060  0.457
H: -2.2389 -1.4314 1.0343  0.170

# 4
An isolated ion of composition C7H16N5O2 and charge +1, computed with the ωB97M-V functional and the def2-TZVPD basis.

Results
Energy relative to the best compared isomer or geometry (same formula, charge and spin), kcal per mole: 58.87
Charge: +1
Maximum force, eV/A: 4.849
LUMO, eV: -4.7

Last column: natural (NBO) charge in e.
Positions of all 30 atoms, in Å:
O: -3.0728 -1.5334 -0.2026  -0.692
O: 3.5365 3.5335 0.5635  -0.703
N: -0.1010 -0.1787 -2.9550  -0.224
N: -1.2485 -2.5235 3.0097  -0.798
N: 0.1008 -0.1606 -0.7096  -0.347
N: -0.5304 -1.3801 -2.4952  0.106
N: -0.4107 -1.3021 -1.1901  0.067
C: -1.9645 -1.6932 0.7329  0.080
C: 0.3198 0.6311 -1.8763  0.424
C: 2.3355 2.1585 -1.1265  -0.416
C: 0.8767 2.0950 -1.8154  -0.481
C: 2.2275 3.1989 0.0962  -0.053
C: -0.7385 -2.3033 -0.1113  -0.282
C: -2.3621 -2.5737 1.9962  -0.251
H: 1.6385 2.6680 0.9204  0.147
H: 1.6414 4.0816 -0.2972  0.175
H: -0.8573 -1.5708 2.9360  0.338
H: -2.9128 -0.6452 -0.5794  0.466
H: -1.0338 -3.2491 -0.6563  0.281
H: 2.7101 1.1551 -0.7733  0.213
H: 0.1734 2.6719 -1.1243  0.250
H: -0.5216 -3.2045 2.7482  0.357
H: -1.7449 -0.6354 1.1143  0.154
H: -3.2582 -2.0666 2.4757  0.230
H: 0.2336 0.0219 0.2867  0.468
H: 0.9257 2.5951 -2.8343  0.290
H: 3.4468 3.7555 1.5120  0.484
H: -2.6434 -3.6361 1.7246  0.229
H: 3.0511 2.5685 -1.9040  0.249
H: 0.1830 -2.4781 0.5345  0.243

# 5
A 2-piece molecular cluster, C7H16NO overall, computed with the ωB97M-V functional and the def2-TZVPD basis.

Results
Energy relative to the best compared isomer or geometry (same formula, charge and spin), kcal per mole: 164.61
Charge: +1
Maximum force, eV/A: 4.832
LUMO (spin up / spin down), eV: -3.8 / -3.4

Last column: natural (NBO) charge in e.
Positions of all 25 atoms, in Å:
O: 1.6980 -1.0633 -2.5553  -0.349
N: -1.0925 0.1760 1.0205  -0.200
C: -0.0244 0.5223 1.9820  -0.421
C: -0.6947 -0.9938 0.1545  -0.472
C: 1.6603 -0.6678 -3.7248  0.124
C: 2.9616 -0.3427 -0.7268  -0.514
C: 1.8079 -0.5028 -1.3630  0.068
C: -2.3069 0.0328 1.8322  -0.425
C: -1.2617 1.3804 0.2389  -0.392
H: -0.5485 -1.8880 0.7574  0.235
H: 3.0651 0.0151 0.1889  0.198
H: 3.8597 -0.6420 -1.2319  0.203
H: 2.3165 0.1630 -4.0402  0.182
H: -2.2989 -0.3117 2.8019  0.240
H: -1.4022 -1.1719 -0.6546  0.224
H: -1.5382 2.2186 0.8201  0.229
H: -0.3034 1.4660 -0.0700  0.218
H: 0.9215 -1.2513 -4.3899  0.192
H: -1.9612 1.2024 -0.5837  0.232
H: -2.9850 -0.6547 1.3338  0.235
H: -2.7937 0.9604 1.8965  0.224
H: -0.5989 1.1517 2.7028  0.224
H: 0.8331 1.0629 1.5258  0.238
H: 0.2418 -0.5669 -0.4634  0.258
H: 0.4445 -0.2948 2.5483  0.250